1.
The following is a quantum chemistry calculation of the molecule C4H9N2OS, from the Open Molecules 2025 dataset.

CARTESIAN COORDINATES (ANGSTROEM)
O  0.444  -2.501  -0.175
C  1.270  -1.617  -0.162
N  1.006  -0.332  0.165
C  -0.338  0.186  0.126
C  -0.325  1.722  0.076
S  0.530  2.214  -1.476
C  -1.105  -0.163  1.458
N  -2.036  -1.213  1.230
H  2.325  -1.776  -0.413
H  1.693  0.393  0.074
H  -1.001  -0.229  -0.639
H  0.240  2.143  0.900
H  -1.314  2.121  0.040
H  -1.616  0.735  1.786
H  -0.286  -0.248  2.186
H  -1.703  -2.032  0.735
H  -2.578  -1.486  2.043

The expectation value of S² is 0.75. Its spin multiplicity is 2. As for the energy above the lowest of the compared OMol25 structures with the same formula, charge and spin: 15.5 kcal/mol. The value obtained for the frontier orbital gap (alpha / beta) is 9.914 / 6.804 eV. The HOMO energy (alpha / beta) comes out at -9.1 / -9.1 eV. As for the total energy: -20155.5584 eV.

---

2.
The following is a quantum chemistry calculation of C4H9N2OS as an isolated structure, from the Open Molecules 2025 dataset.

CARTESIAN COORDINATES (ANGSTROEM)
C  0.941  -0.368  0.190
C  -1.250  -0.704  0.785
C  2.370  0.124  0.389
C  -1.818  1.182  -0.872
N  0.578  -1.273  -0.685
N  -0.058  -0.037  1.018
O  -0.688  -1.633  -0.742
S  -2.663  0.095  0.263
H  -1.547  -1.574  1.459
H  3.029  -0.337  -0.304
H  2.549  0.058  1.442
H  2.533  1.139  0.097
H  -2.439  2.160  -0.988
H  -1.897  0.584  -1.906
H  -0.825  1.528  -0.474
H  1.215  -1.783  -1.329
H  -0.028  0.840  1.657

As for the energy above the lowest of the compared OMol25 structures with the same formula, charge and spin: 97.8 kcal/mol. The value obtained for the frontier orbital gap is 9.647 eV. The HOMO energy comes out at -13.6 eV. As for the total energy: -20146.9599 eV. Its total charge is +1.

---

3.
The following is a quantum chemistry calculation of an isolated ion of composition C4H9N2OS and charge +1, from the Open Molecules 2025 dataset.

CARTESIAN COORDINATES (ANGSTROEM)
C  0.488  -1.160  -1.760
C  0.101  -0.919  -0.288
C  1.141  -0.460  0.614
N  1.157  -0.537  1.914
C  -0.755  0.474  -0.159
O  -1.648  0.308  0.807
N  -0.716  1.541  -0.865
S  -1.425  3.001  -0.900
H  1.254  -0.433  -1.930
H  -0.426  -1.205  -2.272
H  1.107  -2.126  -1.979
H  -0.739  -1.602  -0.105
H  1.864  0.142  0.229
H  0.453  -1.114  2.373
H  1.745  0.030  2.503
H  -1.539  0.941  1.503
H  -2.064  3.120  0.314

As for the energy above the lowest of the compared OMol25 structures with the same formula, charge and spin: 79.3 kcal/mol. As for the SMILES: C[C@@H](C=[NH2+])/C(O)=N/S. The value obtained for the frontier orbital gap (alpha / beta) is 7.530 / 7.529 eV. The HOMO energy (alpha / beta) comes out at -12.6 / -12.6 eV. As for the total energy: -20147.7633 eV. Its total charge is +1.

---

4.
The following is a quantum chemistry calculation of C4H9N2OS as an isolated structure, from the Open Molecules 2025 dataset.

CARTESIAN COORDINATES (ANGSTROEM)
C  -0.959  -1.218  0.308
C  0.574  -0.695  0.262
C  0.232  0.630  -0.395
C  0.293  1.944  0.318
N  -1.514  -0.052  0.003
N  1.383  -1.665  -0.456
O  -1.283  -2.353  0.470
S  -2.733  0.890  0.454
H  0.928  -0.456  1.188
H  0.058  0.503  -1.537
H  0.947  2.744  -0.130
H  0.694  1.769  1.352
H  -0.660  2.444  0.616
H  1.049  -1.906  -1.336
H  1.495  -2.547  0.111
H  2.355  -1.410  -0.499
H  -2.859  1.378  -0.728

As for the energy above the lowest of the compared OMol25 structures with the same formula, charge and spin: 97.0 kcal/mol. The value obtained for the frontier orbital gap is 8.628 eV. The HOMO energy comes out at -12.5 eV. As for the total energy: -20146.9938 eV. Its total charge is +1.

---

5.
The following is a quantum chemistry calculation of the molecule C4H9N2P, from the Open Molecules 2025 dataset.

CARTESIAN COORDINATES (ANGSTROEM)
C  2.575  0.546  -0.278
C  2.045  -0.707  0.228
N  1.253  0.120  -0.605
P  0.000  1.253  -0.051
N  -1.313  0.107  0.203
C  -2.724  0.332  0.111
C  -2.078  -0.545  -0.852
H  2.765  1.281  0.410
H  3.429  0.539  -0.955
H  2.418  -1.622  -0.065
H  1.789  -0.609  1.376
H  0.252  1.245  1.298
H  -3.060  1.247  -0.230
H  -3.224  -0.098  0.852
H  -2.134  -1.520  -0.553
H  -1.986  -0.245  -1.839

As for the energy above the lowest of the compared OMol25 structures with the same formula, charge and spin: 84.4 kcal/mol. As for the SMILES: C1CN1PN1CC1. The value obtained for the frontier orbital gap is 9.489 eV. The HOMO energy comes out at -8.3 eV. As for the total energy: -16559.2261 eV.

---

6.
The following is a quantum chemistry calculation of the molecule C4H9N2P, from the Open Molecules 2025 dataset.

CARTESIAN COORDINATES (ANGSTROEM)
C  -0.252  -1.090  1.193
C  0.563  0.023  0.461
C  1.840  -0.397  -0.258
N  1.892  0.147  -1.588
P  0.533  0.680  -2.177
N  -0.417  0.734  -0.862
C  -1.851  1.093  -0.627
H  0.473  -1.804  1.627
H  -1.009  -1.596  0.570
H  -0.952  -0.628  1.958
H  0.716  0.865  1.176
H  2.650  -0.041  0.469
H  2.028  -1.563  -0.166
H  -1.900  2.157  -0.946
H  -2.381  0.326  -1.265
H  -1.933  1.094  0.436

As for the energy above the lowest of the compared OMol25 structures with the same formula, charge and spin: 44.5 kcal/mol. As for the SMILES: C[C@H]1CN=PN1C. The value obtained for the frontier orbital gap is 9.181 eV. The HOMO energy comes out at -8.4 eV. As for the total energy: -16560.9575 eV.

---

7.
The following is a quantum chemistry calculation of an isolated ion of composition C4H9N2S and charge +1, from the Open Molecules 2025 dataset.

CARTESIAN COORDINATES (ANGSTROEM)
C  0.919  -0.017  -0.066
C  0.450  -1.140  0.764
C  -1.586  0.251  0.327
C  2.324  -0.233  -0.474
N  0.220  0.975  -0.396
N  -2.509  0.863  -0.553
S  -1.306  -1.464  0.270
H  1.026  -2.108  0.830
H  0.333  -0.741  1.755
H  -1.532  0.763  1.236
H  2.411  0.204  -1.534
H  2.453  -1.289  -0.461
H  2.961  0.300  0.190
H  -3.392  1.227  -0.079
H  -2.740  0.177  -1.270
H  -1.951  1.722  -0.937

As for the energy above the lowest of the compared OMol25 structures with the same formula, charge and spin: 84.8 kcal/mol. The value obtained for the frontier orbital gap is 9.147 eV. The HOMO energy comes out at -13.3 eV. As for the total energy: -18099.8475 eV. Its total charge is +1.

---

8.
The following is a quantum chemistry calculation of an isolated ion of composition C4H9N2S and charge +1, from the Open Molecules 2025 dataset.

CARTESIAN COORDINATES (ANGSTROEM)
C  1.468  -1.878  -0.165
C  -0.321  -0.203  -0.103
C  -2.621  0.485  0.188
C  2.058  1.336  0.039
N  0.546  -1.103  -0.220
N  -1.599  -0.521  -0.107
S  0.297  1.713  -0.157
H  1.825  -2.586  -0.845
H  2.037  -2.029  0.809
H  -3.517  0.271  -0.415
H  -2.313  1.576  0.051
H  -2.887  0.603  1.233
H  2.473  2.261  -0.127
H  2.500  0.689  -0.865
H  2.123  0.804  0.968
H  -2.067  -1.419  -0.284

As for the energy above the lowest of the compared OMol25 structures with the same formula, charge and spin: 76.4 kcal/mol. The value obtained for the frontier orbital gap is 9.070 eV. The HOMO energy comes out at -13.7 eV. As for the total energy: -18100.2120 eV. Its total charge is +1.

---

- Which of these has the highest energy above the lowest of the compared OMol25 structures with the same formula, charge and spin?
  number 2

---

- Among the records above, which one has the lowest energy above the lowest of the compared OMol25 structures with the same formula, charge and spin?
  number 1

---

- Number 8 is which compound?
  C4H9N2S